1.
The following is a quantum chemistry calculation of a structure of composition C3H5P in a non-equilibrium geometry, from the Open Molecules 2025 dataset.

Summary:
- energy above the lowest of the compared OMol25 structures with the same formula, charge and spin (kcal/mol) = 40.0
- DFT total energy (Eh) = -458.444907

Geometry as ORCA input:
```
! wB97M-V def2-TZVPD RIJCOSX def2/J DEFGRID3
* xyz 0 3
C -1.146 -0.248 -0.512
C 0.274 -0.483 -0.278
C 0.460 0.639 0.728
P -1.405 0.924 0.681
H -1.807 -0.758 -1.192
H 0.557 -1.478 0.050
H 1.172 -0.428 -1.517
H 0.885 0.331 1.685
H 1.009 1.501 0.355
*
```

Mulliken population analysis, charges in e, atoms 1 to 2: atom 1 (C): -0.29, atom 2 (C): -0.46

2.
The following is a quantum chemistry calculation of the molecule C3H5PS in a non-equilibrium geometry, from the Open Molecules 2025 dataset.

Summary:
- structure (SMILES) = C#CCSP
- energy above the lowest of the compared OMol25 structures with the same formula, charge and spin (kcal/mol) = 49.5
- DFT total energy (Eh) = -856.737474

Geometry as ORCA input:
```
! wB97M-V def2-TZVPD RIJCOSX def2/J DEFGRID3
* xyz 0 1
C -1.493 -2.270 -0.793
C -0.905 -1.509 -0.072
C -0.261 -0.560 0.774
S 1.307 0.222 -0.245
P 0.753 2.187 -0.305
H -2.228 -2.922 -1.297
H 0.267 -0.870 1.728
H -0.691 0.365 0.875
H 1.712 2.700 0.752
H 1.539 2.657 -1.417
*
```

Mulliken population analysis, charges in e, atoms 1 to 2: atom 1 (C): 0.07, atom 2 (C): -0.29

3.
The following is a quantum chemistry calculation of a cluster of 2 separate species, C3H6 in total in a non-equilibrium geometry, from the Open Molecules 2025 dataset.

Summary:
- energy above the lowest of the compared OMol25 structures with the same formula, charge and spin (kcal/mol) = 89.6
- DFT total energy (Eh) = -117.729219

Geometry as ORCA input:
```
! wB97M-V def2-TZVPD RIJCOSX def2/J DEFGRID3
* xyz 0 1
C 1.990 -0.410 -0.103
C 1.585 0.671 0.468
C -1.657 0.311 0.012
H 2.816 -0.369 -0.731
H 1.976 -1.484 0.152
H -2.303 1.191 0.277
H -2.310 -0.609 0.319
H -0.696 0.353 0.645
H -1.402 0.345 -1.040
*
```

Mulliken population analysis, charges in e, atoms 1 to 2: atom 1 (C): -0.46, atom 2 (C): -0.14

4.
The following is a quantum chemistry calculation of a structure of composition C3H6AgMgO4S in a non-equilibrium geometry, from the Open Molecules 2025 dataset.

Summary:
- DFT total energy (Eh) = -1163.939574

Geometry as ORCA input:
```
! wB97M-V def2-TZVPD RIJCOSX def2/J DEFGRID3
* xyz 0 2
Ag 0.059 -0.398 1.514
S -2.213 -0.818 -0.328
O -1.899 0.661 -0.992
O -1.836 -0.733 1.250
O 1.182 -1.306 0.181
C 2.438 -0.765 -0.056
C 2.548 0.747 -0.276
O 1.284 1.391 -0.416
C 0.596 1.624 0.901
Mg -0.079 0.451 -1.527
H 2.759 -1.224 -1.015
H 3.122 -1.011 0.782
H 3.057 0.938 -1.233
H 3.100 1.228 0.546
H -0.249 2.262 0.585
H 1.285 2.273 1.465
*
```

Mulliken population analysis, charges in e, atoms 1 to 2: atom 1 (Ag): 0.50, atom 2 (S): 0.40

5.
The following is a quantum chemistry calculation of a structure of composition C3H6B2F4O2Pd in a non-equilibrium geometry, from the Open Molecules 2025 dataset.

Summary:
- DFT total energy (Eh) = -844.560188

Geometry as ORCA input:
```
! wB97M-V def2-TZVPD RIJCOSX def2/J DEFGRID3
* xyz 2 1
C 2.681 -0.420 0.769
O 2.108 0.866 0.410
B 1.035 1.100 -0.332
O 0.871 1.633 -1.548
B -0.549 0.808 0.492
C -1.758 0.018 -0.236
F -2.175 0.687 -1.305
F -2.828 0.090 0.717
C -1.500 -1.503 -0.508
F -0.171 -1.664 -0.151
F -1.647 -1.725 -1.802
H 2.746 -1.074 -0.103
H 2.081 -0.906 1.550
H 3.673 -0.213 1.185
H 1.287 1.174 -2.300
H -0.697 1.325 1.582
H -2.150 -2.160 0.078
Pd -3.008 1.962 1.502
*
```

Mulliken population analysis, charges in e, atoms 1 to 2: atom 1 (C): -0.55, atom 2 (O): -0.32

6.
The following is a quantum chemistry calculation of a cluster of 3 separate species, C3H6BClO2 in total in a non-equilibrium geometry, from the Open Molecules 2025 dataset.

Summary:
- structure (SMILES) = C=C=C.O=BO.Cl
- energy above the lowest of the compared OMol25 structures with the same formula, charge and spin (kcal/mol) = 58.9
- DFT total energy (Eh) = -753.426548

Geometry as ORCA input:
```
! wB97M-V def2-TZVPD RIJCOSX def2/J DEFGRID3
* xyz 0 1
C -1.773 -1.345 1.246
C -1.714 -1.027 0.034
C -1.529 -0.790 -1.225
H -2.275 -0.583 1.836
H -1.353 -2.150 1.812
H -2.306 -0.889 -2.026
H -0.804 -0.095 -1.643
O 0.021 3.336 0.875
B 0.852 2.593 0.393
O 1.697 1.621 0.078
H 2.348 1.783 -0.717
Cl 3.823 -1.206 -0.807
H 3.015 -1.248 0.144
*
```

Mulliken population analysis, charges in e, atoms 1 to 2: atom 1 (C): -0.57, atom 2 (C): 0.33

7.
The following is a quantum chemistry calculation of the molecule C3H6BN in a non-equilibrium geometry, from the Open Molecules 2025 dataset.

Summary:
- energy above the lowest of the compared OMol25 structures with the same formula, charge and spin (kcal/mol) = 94.7
- DFT total energy (Eh) = -197.346626

Geometry as ORCA input:
```
! wB97M-V def2-TZVPD RIJCOSX def2/J DEFGRID3
* xyz 0 1
B 0.867 1.038 0.275
C -0.293 -1.065 0.144
C 0.992 -0.492 -0.121
C -2.091 0.527 -0.203
N -1.321 -0.374 -0.219
H 0.432 1.199 1.375
H -0.314 -2.118 0.458
H 1.333 -0.626 -1.221
H 1.754 -0.968 0.583
H 1.529 1.839 -0.312
H -2.889 1.040 -0.759
*
```

Mulliken population analysis, charges in e, atoms 1 to 2: atom 1 (B): 0.12, atom 2 (C): -0.21

8.
The following is a quantum chemistry calculation of the molecule C3H6BNO2 in a non-equilibrium geometry, from the Open Molecules 2025 dataset.

Summary:
- energy above the lowest of the compared OMol25 structures with the same formula, charge and spin (kcal/mol) = 71.8
- DFT total energy (Eh) = -347.971845

Geometry as ORCA input:
```
! wB97M-V def2-TZVPD RIJCOSX def2/J DEFGRID3
* xyz 0 1
B 2.021 0.624 -0.565
C -0.504 0.110 -0.026
C 1.649 -0.501 0.447
C -1.998 -0.157 -0.161
N 0.223 -0.501 0.845
O -0.112 0.894 -0.910
O 2.953 1.214 -1.199
H 1.906 -1.340 -0.242
H 2.212 -0.652 1.347
H -2.635 0.725 -0.388
H -2.547 -0.660 0.766
H -2.167 -0.911 -0.818
H 2.974 1.568 -2.141
*
```

Mulliken population analysis, charges in e, atoms 1 to 2: atom 1 (B): 0.46, atom 2 (C): 0.86

9.
The following is a quantum chemistry calculation of a cluster of 2 separate species, C3H6BNO2 in total in a non-equilibrium geometry, from the Open Molecules 2025 dataset.

Summary:
- structure (SMILES) = [H]/N=B/O.CC=C=O
- energy above the lowest of the compared OMol25 structures with the same formula, charge and spin (kcal/mol) = 71.8
- DFT total energy (Eh) = -347.971833

Geometry as ORCA input:
```
! wB97M-V def2-TZVPD RIJCOSX def2/J DEFGRID3
* xyz 0 1
H -0.683 0.646 -1.970
N -1.111 0.351 -1.171
B -2.240 -0.009 -0.683
O -3.183 -0.764 -0.337
H -3.656 -0.443 0.451
C 2.150 0.058 -0.239
C 1.239 -0.024 0.945
C -0.043 -0.099 1.077
O -1.069 -0.063 1.692
H 1.493 0.082 -1.149
H 2.895 0.906 -0.142
H 2.727 -0.812 -0.443
H 1.481 0.172 1.969
*
```

Mulliken population analysis, charges in e, atoms 1 to 2: atom 1 (H): 0.19, atom 2 (N): 0.06

10.
The following is a quantum chemistry calculation of the molecule C3H6BNO3 in a non-equilibrium geometry, from the Open Molecules 2025 dataset.

Summary:
- structure (SMILES) = O=CNB1OCCO1
- energy above the lowest of the compared OMol25 structures with the same formula, charge and spin (kcal/mol) = 8.4
- DFT total energy (Eh) = -423.334970

Geometry as ORCA input:
```
! wB97M-V def2-TZVPD RIJCOSX def2/J DEFGRID3
* xyz 0 1
O -2.748 0.885 0.010
C -2.650 -0.337 -0.097
N -1.493 -1.085 0.091
B -0.206 -0.409 0.177
O -0.061 0.930 0.050
C 1.269 1.202 0.097
C 1.967 -0.108 -0.143
O 1.012 -1.097 0.152
H -3.565 -0.933 -0.147
H -1.637 -2.136 0.245
H 1.701 1.644 1.062
H 1.476 2.028 -0.725
H 2.110 -0.257 -1.324
H 2.826 -0.328 0.553
*
```

Mulliken population analysis, charges in e, atoms 1 to 2: atom 1 (O): -0.48, atom 2 (C): 0.05